(1)
Formula: C44H32NO4PdS2
Source: OMol25
Level of theory: ωB97M-V/def2-TZVPD

Geometry as XYZ:
```
84
Properties=species:S:1:pos:R:3:mulliken_charge:R:1
Pd 1.055 -1.228 0.807 0.1310
O 4.771 -2.007 1.890 -0.6266
C 3.591 -1.792 1.829 0.1950
O 2.901 -1.743 0.707 -0.6465
C 2.736 -1.617 3.033 0.7547
C 3.284 -1.391 4.299 -0.6065
C 2.444 -1.320 5.364 -0.7137
C 1.056 -1.513 5.184 1.5313
C 0.146 -1.524 6.269 -0.9410
C -1.186 -1.700 6.054 -0.7430
C -1.674 -1.864 4.739 -0.5127
C -0.819 -1.875 3.677 0.9058
C 0.564 -1.705 3.874 -0.3029
N 1.441 -1.746 2.814 -0.6616
H 4.356 -1.275 4.377 0.4948
H 2.824 -1.128 6.360 0.4697
H 0.535 -1.407 7.273 0.4083
H -1.876 -1.721 6.887 0.4049
H -2.736 -1.985 4.573 0.4996
H -1.181 -2.036 2.682 -0.0503
C -5.639 -4.768 1.992 -1.5024
C -4.551 -3.823 1.566 1.0523
C -4.759 -2.441 1.615 -0.8852
C -3.768 -1.548 1.253 -0.1394
C -2.554 -2.061 0.809 -0.5286
C -2.309 -3.425 0.760 -0.4961
C -3.314 -4.300 1.138 -0.9691
S -1.269 -0.905 0.445 2.3612
O -1.629 0.306 1.222 -0.6706
C -1.468 -0.392 -1.234 0.7343
C -2.751 -0.469 -1.823 -1.0353
C -2.974 0.155 -3.011 -1.4029
C -1.964 0.953 -3.603 0.7798
C -2.206 1.680 -4.797 -0.9335
C -1.233 2.460 -5.343 -0.7252
C 0.026 2.574 -4.706 -0.8174
C 0.295 1.868 -3.574 -0.8564
C -0.685 1.012 -3.004 0.6954
C -0.407 0.225 -1.841 -0.6349
C 1.059 -0.005 -1.550 0.8246
C 1.766 -0.723 -2.595 1.0631
C 1.083 -1.420 -3.621 -0.7592
C 1.769 -2.024 -4.638 -0.8891
C 3.176 -1.985 -4.671 -0.7077
C 3.862 -1.361 -3.668 -1.1593
C 3.176 -0.717 -2.616 1.1607
C 3.900 -0.045 -1.588 -1.4138
C 3.250 0.555 -0.570 -0.2836
C 1.830 0.596 -0.560 0.1304
S 1.168 1.455 0.918 1.3035
O 2.266 1.323 1.929 -0.7397
C 1.206 3.132 0.320 -0.1379
C 2.229 3.977 0.711 -0.3460
C 2.191 5.301 0.298 -0.9315
C 1.140 5.786 -0.476 0.9550
C 1.073 7.241 -0.856 -1.4889
C 0.122 4.909 -0.851 -1.0226
C 0.140 3.585 -0.447 -0.1070
H -6.581 -4.522 1.502 0.3726
H -5.804 -4.697 3.069 0.3081
H -5.383 -5.799 1.758 0.3712
H -5.715 -2.058 1.951 0.4387
H -3.907 -0.478 1.327 0.5755
H -1.343 -3.803 0.444 0.5229
H -3.135 -5.367 1.105 0.3655
H -3.540 -1.025 -1.337 0.4673
H -3.933 0.060 -3.505 0.4348
H -3.183 1.607 -5.259 0.4680
H -1.420 3.006 -6.259 0.4151
H 0.777 3.234 -5.120 0.4957
H 1.259 1.975 -3.092 0.4755
H 0.003 -1.480 -3.607 0.4465
H 1.226 -2.534 -5.422 0.4642
H 3.709 -2.461 -5.483 0.4164
H 4.945 -1.343 -3.667 0.4645
H 4.982 -0.051 -1.619 0.4335
H 3.777 1.010 0.258 0.6527
H 3.030 3.599 1.334 0.5126
H 2.987 5.974 0.594 0.3804
H 2.067 7.685 -0.902 0.3788
H 0.496 7.798 -0.114 0.2934
H 0.586 7.377 -1.821 0.3810
H -0.704 5.276 -1.449 0.4314
H -0.670 2.913 -0.712 0.5662
```

The energy above the lowest of the compared OMol25 structures with the same formula, charge and spin is 29.4 kcal/mol. As for the charge: +1.



(2)
Formula: C2H4NO
Source: OMol25
Level of theory: ωB97M-V/def2-TZVPD

Geometry as XYZ:
```
8
Properties=species:S:1:pos:R:3:nbo_charge:R:1
C 0.009 -0.704 0.211 0.0474
C 0.398 0.473 -0.366 -0.5102
N 1.690 0.656 0.013 0.3069
O 2.511 -0.197 0.030 -0.0735
H 0.757 -1.372 0.490 0.2254
H -0.385 1.302 -0.244 0.3393
H 0.357 0.442 -1.587 0.4216
H -0.990 -0.630 0.661 0.2430
```

The energy above the lowest of the compared OMol25 structures with the same formula, charge and spin is 116.8 kcal/mol. As for the charge: +1.



(3)
Formula: C4H14N2OS
Source: OMol25
Level of theory: ωB97M-V/def2-TZVPD

Geometry as XYZ:
```
22
Properties=species:S:1:pos:R:3:nbo_charge:R:1
C -1.648 -1.020 -1.896 -0.4428
N -1.753 -0.689 -0.435 -0.6492
C -0.687 0.046 0.329 -0.0479
C 0.723 -0.720 0.470 -0.2392
N 0.430 -1.961 1.093 -0.9078
C -0.315 1.445 -0.319 -0.5871
S -1.553 2.521 0.292 -0.0498
H -0.937 -0.405 -2.647 0.1928
H -2.622 -0.683 -2.313 0.2135
H -1.300 -2.032 -2.045 0.1963
H -1.829 -1.605 0.108 0.3565
H -0.828 0.373 1.340 0.2040
H 0.959 -0.873 -0.626 0.1574
H 1.471 -0.109 0.936 0.2162
H -0.256 -2.432 0.474 0.3686
H 0.600 -2.134 2.163 0.4086
H -0.262 1.337 -1.417 0.2282
H 0.746 1.771 -0.096 0.2444
H -2.536 2.818 -0.535 0.1347
O 3.521 1.329 1.814 -0.9554
H 3.873 2.268 1.871 0.4813
H 4.203 0.754 1.440 0.4768
```

The energy above the lowest of the compared OMol25 structures with the same formula, charge and spin is 68.4 kcal/mol. As for the charge: 0. The structure (SMILES) is CN[C@@H](CN)CS.O.



(4)
Formula: C3H9BS
Source: OMol25
Level of theory: ωB97M-V/def2-TZVPD

Geometry as XYZ:
```
14
Properties=species:S:1:pos:R:3:nbo_charge:R:1
B -0.339 0.189 0.168 0.7036
C -0.636 -1.059 -0.892 -0.9475
C -1.147 1.510 -0.012 -1.0011
C 0.541 -0.167 1.316 -0.6338
S 2.668 -0.155 -0.283 -0.0080
H 0.237 -1.412 -1.504 0.2203
H -1.421 -0.742 -1.488 0.2153
H -0.904 -1.984 -0.313 0.2280
H -0.421 2.239 -0.188 0.2412
H -1.759 1.878 0.858 0.2483
H -1.640 1.689 -0.985 0.2255
H 1.244 0.696 1.780 0.1950
H 0.587 -1.156 1.619 0.1872
H 2.992 -1.526 -0.075 0.1258
```

The energy above the lowest of the compared OMol25 structures with the same formula, charge and spin is 0.0 kcal/mol. As for the charge: 0. Its spin multiplicity is 3. As for the expectation value of S²: 2.007.



(5)
Formula: C9H22NO2
Source: OMol25
Level of theory: ωB97M-V/def2-TZVPD

Geometry as XYZ:
```
34
Properties=species:S:1:pos:R:3:nbo_charge:R:1
C -3.327 1.351 -1.108 -0.6217
C -2.571 0.698 0.025 -0.0872
O -1.242 0.222 -0.525 -0.5720
C -0.472 -0.699 0.111 0.7701
O -0.950 -1.015 1.291 -0.7039
C -0.296 -1.924 -0.799 -0.4525
C 0.552 -2.973 -0.221 -0.6177
N 1.109 -0.120 0.295 -0.4459
C 1.485 0.205 1.720 -0.2135
C 1.088 1.571 2.242 -0.6428
C 1.457 1.024 -0.614 -0.2507
C 2.046 0.530 -1.964 -0.6071
H -2.704 1.819 -1.810 0.2325
H -3.936 0.583 -1.489 0.2208
H -3.890 2.219 -0.728 0.2341
H -3.199 -0.057 0.493 0.2099
H -2.313 1.544 0.596 0.1871
H -1.409 -0.353 1.791 0.5096
H 0.067 -1.460 -1.678 0.2167
H -1.303 -2.111 -0.988 0.2417
H 0.622 -3.937 -0.869 0.2605
H 0.048 -3.205 0.710 0.2334
H 1.504 -2.629 0.049 0.1780
H 1.564 -1.015 0.239 0.4346
H 1.112 -0.620 2.249 0.2256
H 2.611 0.116 1.746 0.2176
H 1.781 2.313 2.155 0.2327
H 0.271 1.921 1.671 0.2111
H 0.857 1.572 3.326 0.2480
H 0.499 1.548 -0.924 0.2571
H 2.302 1.606 -0.275 0.2330
H 2.867 -0.065 -1.639 0.2053
H 1.273 0.044 -2.536 0.2141
H 2.493 1.296 -2.543 0.2417
```

The energy above the lowest of the compared OMol25 structures with the same formula, charge and spin is 26.4 kcal/mol. As for the charge: +1. The structure (SMILES) is CCO[C@@](O)(CC)[NH+](CC)CC.



(6)
Formula: C35H86Cl3N7O12
Source: OMol25
Level of theory: ωB97M-V/def2-TZVPD

Geometry as XYZ:
```
143
Properties=species:S:1:pos:R:3:mulliken_charge:R:1
O -5.207 -0.886 -1.659 -0.6078
C -4.366 -0.424 -2.440 0.6955
N -3.104 -0.755 -2.445 0.3995
C -4.692 0.580 -3.476 -0.9509
H -2.429 -0.550 -3.167 0.1114
H -2.803 -1.335 -1.675 -0.4284
H -4.295 1.515 -3.079 0.1623
H -5.779 0.652 -3.515 0.3656
H -4.353 0.289 -4.471 0.2049
O 2.660 0.006 0.246 -0.3570
C 2.549 -1.181 0.115 0.7423
N 3.088 -1.840 -0.896 -0.3188
C 2.023 -2.053 1.241 -0.8303
H 3.569 -1.335 -1.627 0.2349
H 2.967 -2.843 -0.898 0.0639
H 2.131 -1.528 2.190 0.2762
H 2.634 -2.954 1.190 0.4425
H 0.984 -2.323 1.054 -0.0671
C -1.056 0.469 0.627 1.6308
Cl -0.686 1.629 -0.677 -0.2006
Cl -2.696 0.820 1.023 -0.1001
Cl 0.062 0.722 1.974 -0.0814
H -0.980 -0.540 0.222 -1.4567
C 8.692 5.597 -3.175 -0.7889
O 7.290 5.746 -3.205 -0.3167
C 6.855 7.011 -2.799 -0.6427
C 5.406 6.818 -2.485 -0.5918
N 5.217 6.079 -1.246 0.1084
C 3.871 5.986 -0.685 -0.3888
C 3.746 4.932 0.382 -0.5226
O 3.821 3.615 -0.150 -0.3635
C 2.717 3.101 -0.919 -0.3452
H 9.282 6.311 -3.749 0.3219
H 8.935 4.614 -3.578 0.2505
H 9.028 5.632 -2.139 0.3401
H 6.947 7.712 -3.628 0.4551
H 7.254 7.456 -1.887 0.3767
H 4.787 6.433 -3.296 0.4117
H 5.005 7.811 -2.283 0.4512
H 5.668 5.176 -1.265 0.3562
H 3.260 5.783 -1.564 0.1583
H 3.472 6.943 -0.347 0.4033
H 2.752 5.094 0.800 0.4093
H 4.522 5.007 1.143 0.3403
H 2.852 2.078 -1.270 0.2679
H 2.543 3.802 -1.735 -0.0137
H 1.756 3.062 -0.406 0.3064
C 0.071 4.015 -3.440 -0.3080
O -0.048 2.950 -4.381 -0.3945
C -1.372 2.592 -4.658 -0.7670
C -1.454 1.326 -5.466 -0.6480
N -1.063 0.203 -4.592 0.1277
C -0.735 -0.999 -5.394 0.0650
C -1.912 -1.668 -6.223 -0.7235
O -2.083 -1.116 -7.521 -0.3440
C -1.134 -1.561 -8.496 -0.7575
H -0.694 4.779 -3.577 0.3898
H 1.060 4.468 -3.376 0.0331
H -0.114 3.648 -2.430 0.0549
H -1.985 3.333 -5.171 0.4713
H -1.927 2.419 -3.737 0.2530
H -1.094 1.469 -6.485 0.4080
H -2.506 1.095 -5.635 0.3237
H -0.338 0.656 -4.055 0.0990
H -0.498 -1.797 -4.691 -0.5366
H 0.193 -0.945 -5.962 0.6933
H -2.867 -1.602 -5.702 0.2336
H -1.663 -2.727 -6.290 0.4860
H -0.104 -1.274 -8.282 0.3024
H -1.339 -1.083 -9.454 0.2921
H -1.118 -2.625 -8.728 0.3226
C -3.771 -1.276 3.861 -0.5180
O -4.532 -2.382 3.377 -0.3819
C -5.357 -2.058 2.242 -0.1611
C -6.098 -3.279 1.707 -0.3200
N -6.877 -3.094 0.481 -0.3320
C -7.429 -4.369 -0.062 -0.9958
C -6.456 -5.337 -0.727 -0.3656
O -5.595 -5.958 0.138 -0.2762
C -4.737 -6.982 -0.393 -0.6742
H -3.445 -1.648 4.832 0.2504
H -4.317 -0.350 4.043 0.3543
H -2.987 -0.986 3.161 0.0289
H -4.778 -1.652 1.413 -0.1206
H -5.977 -1.191 2.472 0.5916
H -6.868 -3.502 2.445 0.2805
H -5.406 -4.121 1.704 0.1432
H -6.205 -2.812 -0.218 0.2450
H -8.135 -4.197 -0.875 0.3997
H -8.014 -4.868 0.711 0.4073
H -5.832 -4.836 -1.468 0.3417
H -7.101 -6.024 -1.274 0.4221
H -4.741 -7.698 0.429 0.2367
H -3.738 -6.611 -0.624 0.1381
H -5.179 -7.510 -1.238 0.3933
C 4.481 0.178 9.907 -0.6988
O 3.913 1.226 9.094 -0.3148
C 2.674 1.868 9.669 -0.6291
C 2.366 3.127 8.845 -0.6284
N 2.145 2.797 7.431 -0.3756
C 1.982 3.933 6.501 -0.9431
C 1.868 3.442 5.030 -0.3308
O 3.120 3.021 4.505 -0.3913
C 3.005 2.393 3.248 -0.4570
H 5.534 0.011 9.682 0.2282
H 3.785 -0.651 9.779 0.2886
H 4.417 0.498 10.947 0.2824
H 2.838 2.130 10.714 0.4419
H 1.886 1.118 9.739 0.3747
H 3.248 3.763 8.917 0.3168
H 1.477 3.625 9.233 0.4189
H 3.058 2.445 7.179 0.2460
H 2.788 4.665 6.455 0.3415
H 1.090 4.547 6.626 0.4727
H 1.468 4.273 4.449 0.4475
H 1.102 2.667 5.042 0.2870
H 3.895 2.728 2.716 0.1969
H 2.098 2.670 2.712 0.1315
H 2.907 1.307 3.250 0.3086
C -1.793 -4.354 3.245 -0.7938
O -1.448 -4.280 1.774 -0.4985
C -2.479 -3.787 0.985 0.4663
C -2.129 -3.752 -0.540 -1.5422
N -0.975 -2.842 -0.758 0.7651
C -0.391 -2.857 -2.029 -0.7426
C 0.515 -4.090 -2.272 -1.0578
O 1.426 -4.212 -1.164 -0.1404
C 2.239 -5.368 -1.123 -0.7828
H -1.571 -3.444 3.802 0.2807
H -1.187 -5.176 3.626 0.3200
H -2.806 -4.652 3.517 0.2996
H -2.723 -2.763 1.267 -0.2846
H -3.358 -4.409 1.160 0.3491
H -3.016 -3.389 -1.059 0.6522
H -2.030 -4.738 -0.993 0.2975
H -0.385 -3.316 -0.089 -0.0261
H 0.291 -2.007 -2.071 0.1716
H -1.171 -2.847 -2.789 0.2814
H 0.968 -4.028 -3.262 0.5082
H -0.017 -5.038 -2.353 0.5678
H 3.073 -5.516 -1.809 0.3104
H 1.561 -6.187 -1.364 0.2685
H 2.665 -5.479 -0.125 0.2385
```

As for the charge: +1. Its spin multiplicity is 2. As for the expectation value of S²: 0.754.



Values for energy, eV, ordered as above
-80971.6030 -5662.2672 -20235.0614 -14764.3053 -15266.5175 -110241.4446
Values for M, g mol⁻¹, ordered as above
809.30 58.06 138.24 87.98 176.28 903.47
Values for max |F|, hartree/bohr, ordered as above
0.0402 0.1338 0.0873 0.0919 0.0655 0.0661